Record 1
12
Properties=species:S:1:pos:R:3 method="wB97M-V/def2-TZVPD" homo_energy_ev=-2.034 total_charge=-1 relative_energy_kj_mol=65.0 energy_ha=-1274.9866 homo_lumo_gap_ha=0.17130 largest_force_ha_per_bohr=0.0258
C 1.789 -1.356 -2.826
S 2.263 -2.266 -4.350
H 0.710 -1.397 -2.726
H 2.059 -0.326 -3.012
H 2.328 -1.785 -1.990
C -1.768 1.657 3.816
S -2.258 2.741 2.388
S -1.519 1.617 0.790
H -0.830 2.088 4.161
H -2.548 1.644 4.562
H -1.627 0.663 3.402
H 1.401 -3.281 -4.215



Record 2
12
Properties=species:S:1:pos:R:3 method="wB97M-V/def2-TZVPD" homo_energy_ev=-9.373 relative_energy_kj_mol=503.7 energy_ha=-232.0345 smiles=C#CCC#CC homo_lumo_gap_ha=0.35949 largest_force_ha_per_bohr=0.0321
C 3.021 0.237 0.175
C 2.221 0.077 -0.720
C 1.129 -0.946 -0.504
C -0.154 -0.315 -0.249
C -1.208 0.202 0.010
C -2.507 0.815 0.241
H 3.533 0.165 1.100
H 1.113 -1.644 -1.333
H 1.404 -1.522 0.393
H -2.396 1.806 0.689
H -3.037 0.924 -0.709
H -3.119 0.201 0.907



Record 3
116
Properties=species:S:1:pos:R:3 method="wB97M-V/def2-TZVPD" homo_energy_ev="-6.748 / -6.834" spin_multiplicity=6 energy_ha=-8608.1993 homo_lumo_gap_ha="0.19159 / 0.19437" largest_force_ha_per_bohr=0.0593
Fe 13.327 16.188 14.384
C 20.785 17.676 14.911
C 19.851 17.641 15.934
C 18.566 17.234 15.636
C 18.164 16.904 14.316
C 19.164 16.907 13.339
C 20.458 17.272 13.633
C 16.729 16.579 13.990
C 15.901 17.541 13.379
C 16.404 18.638 12.595
C 15.431 19.600 12.574
C 14.273 19.028 13.214
C 13.141 19.768 13.654
C 12.742 20.973 12.874
C 11.910 22.006 13.381
C 11.534 23.114 12.642
C 11.885 23.190 11.297
C 12.669 22.205 10.720
C 13.076 21.121 11.484
C 12.603 19.402 14.919
N 12.389 18.104 15.344
C 11.833 18.180 16.611
C 11.277 17.101 17.349
C 10.701 17.398 18.707
C 9.341 17.228 18.998
C 8.805 17.572 20.239
C 9.625 17.948 21.274
C 10.994 18.070 21.058
C 11.522 17.831 19.789
C 11.456 15.770 16.915
C 10.917 14.675 17.645
C 11.637 13.575 17.305
C 12.594 13.932 16.299
N 12.403 15.266 15.996
C 13.697 13.120 15.807
C 14.784 13.775 15.189
C 16.114 13.271 15.240
C 16.966 14.235 14.757
C 16.173 15.359 14.428
N 14.826 15.052 14.613
C 13.859 11.664 16.135
C 14.228 10.786 15.086
C 14.390 9.414 15.275
C 14.255 8.904 16.563
C 13.875 9.713 17.624
C 13.666 11.081 17.407
C 11.859 19.548 17.046
C 12.309 20.314 16.000
N 14.563 17.732 13.630
H 21.804 18.002 15.144
H 20.128 17.921 16.953
H 17.818 17.168 16.444
H 18.899 16.644 12.310
H 21.245 17.244 12.886
H 17.399 18.698 12.217
H 15.523 20.621 12.215
H 11.472 21.881 14.380
H 10.947 23.908 13.127
H 11.552 24.042 10.697
H 12.994 22.311 9.683
H 13.665 20.342 10.974
H 8.652 16.813 18.236
H 7.720 17.533 20.402
H 9.210 18.115 22.277
H 11.627 18.351 21.905
H 12.612 17.978 19.670
H 10.186 14.741 18.445
H 11.566 12.577 17.760
H 16.398 12.318 15.674
H 18.031 14.222 14.605
H 14.338 11.194 14.078
H 14.643 8.736 14.441
H 14.486 7.858 16.758
H 13.641 9.266 18.606
H 13.421 11.693 18.283
H 11.512 19.866 18.019
H 12.484 21.394 16.031
Br 11.806 17.896 11.864
C 12.099 16.428 10.717
C 11.922 16.691 9.355
C 11.890 15.653 8.417
C 12.047 14.347 8.818
C 12.269 14.051 10.185
C 12.415 12.713 10.576
C 12.334 12.391 11.912
C 12.181 13.422 12.876
C 12.373 14.794 12.627
C 12.240 15.116 11.217
H 11.813 17.710 9.005
H 11.741 15.908 7.359
H 12.046 13.534 8.077
H 12.529 11.963 9.782
H 12.356 11.348 12.239
H 11.943 13.101 13.887
C 8.248 13.680 15.227
C 8.169 15.197 15.153
As 9.578 16.040 13.954
C 8.987 17.983 14.108
C 8.035 18.311 15.233
C 8.626 15.721 12.220
C 8.580 14.278 11.722
H 7.408 13.287 15.829
H 9.180 13.381 15.701
H 8.205 13.171 14.240
H 8.353 15.619 16.145
H 7.219 15.556 14.770
H 8.619 18.290 13.118
H 9.949 18.487 14.249
H 7.018 17.914 15.094
H 7.922 19.391 15.247
H 8.406 18.018 16.217
H 9.176 16.368 11.543
H 7.618 16.136 12.354
H 9.545 13.772 11.775
H 8.211 14.261 10.688
H 7.882 13.690 12.311



Record 4
44
Properties=species:S:1:pos:R:3 method="wB97M-V/def2-TZVPD" homo_energy_ev=-12.787 total_charge=+1 relative_energy_kj_mol=0.0 energy_ha=-1628.6277 homo_lumo_gap_ha=0.27845 largest_force_ha_per_bohr=0.0115
C -5.031 1.517 -0.738
C -4.204 0.235 -0.879
Cl -3.483 0.074 -2.507
C -3.052 0.199 0.134
C -2.279 -1.073 0.022
C -2.796 -2.343 0.313
C -2.001 -3.437 0.183
C -0.675 -3.256 -0.246
N -0.195 -2.067 -0.536
N -1.013 -1.084 -0.387
F -0.452 0.095 -0.713
H -4.739 2.071 0.156
H -6.091 1.289 -0.650
H -4.874 2.176 -1.588
H -4.853 -0.625 -0.718
H -2.420 1.075 0.022
H -3.481 0.228 1.142
H -3.824 -2.421 0.641
H -2.357 -4.434 0.400
H 0.015 -4.081 -0.358
C 0.821 -0.356 2.172
O 0.794 -0.632 3.568
C 2.019 -0.779 4.109
O 3.047 -0.708 3.492
O 1.875 -1.012 5.402
C 3.112 -1.183 6.117
H -0.228 -0.254 1.894
H 1.342 0.576 1.962
H 1.298 -1.167 1.622
H 3.718 -0.284 6.042
H 3.662 -2.034 5.721
H 2.827 -1.363 7.148
C 4.021 4.008 -4.029
O 2.859 3.207 -4.296
C 2.779 2.098 -3.576
O 3.562 1.725 -2.742
O 1.662 1.446 -3.927
C 1.477 0.214 -3.234
H 3.940 4.866 -4.689
H 4.030 4.329 -2.990
H 4.926 3.447 -4.248
H 1.432 0.386 -2.161
H 2.290 -0.478 -3.448
H 0.539 -0.192 -3.603



Record 5
17
Properties=species:S:1:pos:R:3 method="wB97M-V/def2-TZVPD" homo_energy_ev=-13.633 total_charge=+1 relative_energy_kj_mol=403.8 energy_ha=-591.8944 homo_lumo_gap_ha=0.32387 largest_force_ha_per_bohr=0.1009
C -0.554 0.636 -2.295
C -1.170 0.579 -0.898
C -1.140 -0.720 -0.116
N 2.131 -0.858 1.997
O -0.543 1.556 -0.035
P -0.151 -0.720 1.266
H -0.987 -0.142 -2.934
H 0.566 0.573 -2.266
H -0.924 1.646 -2.588
H -2.305 0.820 -1.217
H -1.408 -1.561 -0.668
H 2.597 -0.872 1.161
H 2.419 -1.763 2.526
H 2.551 -0.027 2.590
H -0.261 2.356 -0.521
H -0.099 0.426 1.961
H -0.721 -1.928 2.037



Record 6
108
Properties=species:S:1:pos:R:3 method="wB97M-V/def2-TZVPD" homo_energy_ev=-9.032 energy_ha=-2437.7684 homo_lumo_gap_ha=0.34212 largest_force_ha_per_bohr=0.0615
C 2.499 -1.516 -1.364
C 1.229 -0.667 -1.504
C -0.043 -1.509 -1.659
C -1.202 -1.194 -0.702
C -0.773 -0.789 0.691
C -2.238 -0.189 -1.288
C -3.086 0.333 -0.226
N -3.797 0.573 0.665
C -3.163 -1.013 -2.199
C -4.011 -0.223 -3.073
N -4.611 0.524 -3.745
P -1.457 1.235 -2.249
N -0.341 1.965 -1.151
O -2.666 2.344 -2.277
H 2.250 -2.476 -0.936
H 2.942 -1.678 -2.330
H 3.194 -1.013 -0.724
H 1.179 0.061 -0.716
H 1.361 -0.109 -2.424
H 0.201 -2.554 -1.573
H -0.414 -1.363 -2.666
H -1.763 -2.116 -0.604
H -0.505 0.257 0.685
H 0.113 -1.315 1.016
H -1.555 -0.897 1.422
H -3.810 -1.618 -1.581
H -2.570 -1.697 -2.784
H -0.595 2.931 -0.988
H 0.530 1.965 -1.660
H -2.858 2.655 -1.386
C -1.439 2.621 2.063
O -1.589 1.404 2.780
H -1.017 2.400 1.086
H -2.412 3.109 1.932
H -0.762 3.295 2.597
H -1.970 1.619 3.637
C 1.637 -0.361 3.542
O 2.376 -0.982 2.491
H 0.666 -0.076 3.144
H 1.495 -1.055 4.376
H 2.151 0.537 3.897
H 3.235 -1.224 2.846
C -5.117 0.089 4.109
O -4.183 1.155 4.030
H -5.182 -0.220 5.150
H -6.106 0.408 3.770
H -4.782 -0.755 3.506
H -4.130 1.417 3.105
C 4.704 1.367 -3.275
O 4.552 0.670 -2.051
H 3.852 1.124 -3.907
H 4.726 2.451 -3.115
H 5.621 1.060 -3.785
H 5.313 0.880 -1.505
C 8.387 0.742 -2.531
O 7.319 0.001 -1.935
H 7.971 1.661 -2.939
H 9.144 0.993 -1.785
H 8.846 0.165 -3.334
H 7.697 -0.805 -1.580
C 12.012 -0.470 -3.496
O 10.964 -1.230 -2.898
H 11.571 0.440 -3.897
H 12.770 -0.200 -2.758
H 12.480 -1.025 -4.312
H 11.352 -2.033 -2.545
C 6.633 -1.183 2.958
O 5.604 -1.909 3.637
H 6.197 -0.260 2.587
H 7.446 -0.943 3.646
H 7.023 -1.758 2.115
H 5.988 -2.724 3.964
C -7.472 3.577 -4.031
O -6.493 3.530 -3.000
H -8.033 4.501 -3.914
H -7.002 3.570 -5.018
H -8.162 2.732 -3.954
H -6.002 2.712 -3.111
C 5.011 1.810 4.772
O 5.708 0.836 5.547
H 5.309 2.793 5.126
H 5.266 1.726 3.711
H 3.930 1.707 4.891
H 5.441 -0.032 5.230
C -5.934 -2.706 1.587
O -5.121 -2.481 0.433
H -6.006 -3.776 1.740
H -5.485 -2.246 2.467
H -6.937 -2.304 1.437
H -5.056 -1.532 0.293
C 1.498 4.853 4.063
O 2.468 3.895 3.646
H 1.829 5.270 5.010
H 1.410 5.658 3.329
H 0.525 4.376 4.208
H 2.175 3.523 2.811
C -9.300 -5.561 0.938
O -8.290 -4.555 0.927
H -9.365 -5.950 1.951
H -10.270 -5.145 0.656
H -9.044 -6.380 0.261
H -8.231 -4.212 0.033
C -7.351 -1.814 -5.344
O -7.417 -2.504 -4.098
H -8.220 -2.099 -5.930
H -7.365 -0.733 -5.184
H -6.446 -2.092 -5.890
H -6.649 -2.246 -3.586



Record 7
17
Properties=species:S:1:pos:R:3 method="wB97M-V/def2-TZVPD" homo_energy_ev="-8.821 / -8.822" relative_energy_kj_mol=219.6 energy_ha=-1470.2484 homo_lumo_gap_ha="0.27064 / 0.27068" largest_force_ha_per_bohr=0.0759
C -0.584 0.042 0.263
C -0.293 -1.480 0.183
C -1.920 0.361 0.338
C 0.275 1.196 0.348
C 1.083 -1.952 -0.229
O -1.067 -2.277 0.586
P -2.440 0.928 -1.758
S -1.249 2.339 -2.257
Cl -1.740 -0.668 -2.820
H -2.037 1.410 0.807
H -2.586 -0.384 0.577
H 0.075 1.694 1.210
H -0.008 1.840 -0.589
H 1.326 0.887 0.479
H 1.601 -1.024 -0.482
H 1.148 -2.720 -1.031
H 1.422 -2.384 0.690



Record 8
13
Properties=species:S:1:pos:R:3 method="wB97M-V/def2-TZVPD" homo_energy_ev=-14.873 total_charge=+1 relative_energy_kj_mol=114.1 energy_ha=-248.7924 homo_lumo_gap_ha=0.35519 largest_force_ha_per_bohr=0.0250
C -0.151 -1.137 0.531
C 0.789 -2.061 0.646
C 1.173 0.857 0.435
N 0.127 0.208 0.119
H -1.146 -1.201 0.952
H 1.603 -2.147 -0.060
H 0.597 -2.886 1.320
H 1.291 1.918 0.254
H 1.956 0.348 0.968
H -0.721 0.761 -0.094
H -1.426 1.872 -2.374
H -2.449 1.950 -1.199
O -1.642 1.516 -1.499